3 unconnected molecules or ions with the total composition C15H42N8O4P3S in a non-equilibrium geometry. Source: the OMol25 dataset; level of theory: ωB97M-V with the def2-TZVPD basis set.

- LUMO (hartree) = -0.1493
- charge = +1

The geometry in XYZ format:
```
73
Properties=species:S:1:pos:R:3:forces:R:3:lowdin_charge:R:1
N 4.29761 0.78147 -1.60609 -0.860 1.823 0.528 -0.350
N 0.72745 3.51326 -0.67714 -2.083 -0.156 -2.677 -0.449
H 6.39461 0.55700 -1.83819 0.029 -0.035 -0.113 0.087
H -2.62163 4.10944 -3.51884 -1.188 -0.312 0.271 0.060
H -1.55598 0.89205 -0.33023 0.718 1.435 -0.711 0.113
H 1.94392 1.28051 -2.42556 0.271 0.031 -0.068 0.051
C -0.90063 1.76770 -0.64331 4.473 3.935 0.988 0.011
H -2.27673 -0.84989 6.01902 0.048 0.206 -0.161 0.084
P -2.07920 2.00633 -3.10504 -3.149 -2.208 -0.884 0.940
H -1.33178 -1.23451 4.56991 0.103 -0.152 -0.021 0.083
O 4.24782 -1.08272 -0.13353 -4.127 -0.698 0.551 -0.306
H 3.29141 -1.50701 -4.88711 0.046 -0.017 0.117 0.094
H -7.22728 -1.61489 3.39296 0.178 0.132 0.182 0.079
H 4.17982 2.62851 -0.57595 0.115 -0.069 -0.238 0.045
H 3.51248 -3.74581 -1.89761 0.010 -0.120 0.121 0.069
P -3.92674 -0.15700 2.77505 4.883 -4.925 2.154 0.761
H -2.57794 -1.26324 0.17435 0.064 0.014 -0.098 0.060
S 1.97289 4.70468 -0.33385 0.185 0.223 0.181 0.843
C -3.59915 -1.52080 0.48316 -0.153 0.327 0.128 -0.158
H -2.88287 -2.03804 4.94047 0.072 -0.012 -0.256 0.061
N -3.05266 -0.05185 4.23588 0.201 0.989 1.376 -0.357
H -6.70858 -0.55511 5.16210 0.049 -0.123 -0.230 0.081
C 5.54952 1.13017 -2.23859 0.120 -0.125 -0.613 -0.129
H 5.79819 2.18867 -2.09821 -0.330 -0.095 0.236 0.084
H -3.52167 1.90247 4.85560 0.092 0.164 -0.029 0.071
O -1.35495 1.63882 -4.60684 0.061 2.712 2.110 -0.280
H -5.96990 -2.83552 3.16352 0.073 0.083 -0.031 0.093
P 3.65093 -0.81724 -1.52791 6.992 0.965 -2.217 0.756
O -2.85005 0.56543 1.93932 -2.912 2.549 -0.779 -0.357
H 5.85340 -2.67063 -3.85925 -0.053 -0.068 0.252 0.083
N 4.60389 -1.99493 -2.30995 -0.078 -1.521 -0.614 -0.358
H 4.95026 1.32325 0.35010 -0.107 0.018 0.116 0.086
H 4.79895 -3.40818 -0.72670 -0.040 0.000 0.009 0.071
H 5.60789 -0.97266 -3.86492 0.034 0.168 0.202 0.059
N -0.87770 2.50802 -1.88616 1.888 1.918 -0.024 -0.253
C -2.85766 -2.72531 2.38250 -0.121 -0.307 0.577 -0.130
C 4.15693 1.55308 -0.36957 -0.037 -0.313 0.134 -0.164
H -4.27331 -0.74689 0.10702 0.135 -0.005 0.016 0.071
H -0.89566 2.40996 -5.01393 -0.255 -0.741 -0.106 0.065
H 5.18952 -4.05124 -2.31444 -0.036 0.346 -0.154 0.082
N -5.21966 -0.93967 3.68804 -0.681 1.441 -1.318 -0.275
H 2.52841 -2.52383 -3.64868 0.272 0.137 -0.017 0.077
H -2.02738 1.78760 3.90972 -0.017 0.044 -0.032 0.059
H -2.81701 -3.54419 1.65515 -0.219 0.331 -0.157 0.086
H -3.24868 -3.19039 3.28738 0.165 0.104 0.160 0.070
H 0.28589 4.31485 -2.83366 -0.248 -1.338 1.543 0.161
H 1.26181 0.63523 -3.89329 0.090 -0.271 -0.046 0.057
N -3.71469 -1.65034 1.93721 -0.766 -0.564 -1.712 -0.350
C -2.34539 -1.09046 4.95120 -0.606 -0.404 0.335 -0.133
H -2.05840 1.27048 5.58922 -0.163 -0.320 -0.095 0.081
H -3.88495 -2.45237 -0.01460 0.047 -0.041 0.211 0.084
H 3.19442 1.34728 0.10837 0.111 -0.115 0.079 0.053
H 1.55686 5.81025 -1.08714 -0.264 -1.308 0.633 -0.078
H 0.53121 2.22230 1.23587 -0.290 0.656 -1.708 0.147
H -6.25739 -1.57506 1.94894 0.185 -0.193 0.144 0.077
H -5.22406 -1.29862 5.75568 0.091 0.040 -0.100 0.096
N 2.88432 -0.50238 -3.08937 -1.537 -0.042 1.482 -0.279
H 2.84661 1.41924 -3.94829 0.032 -0.006 0.084 0.092
C 5.74083 -1.81340 -3.18439 -0.354 0.242 -0.663 -0.133
C 0.09604 3.58201 -1.98198 -1.112 -3.877 4.822 -0.058
O -3.16597 3.33312 -3.22150 3.833 -0.472 -0.656 -0.270
C -5.62235 -0.57464 5.03777 -0.223 0.672 0.396 -0.105
C 2.20507 0.76306 -3.35136 -0.419 0.327 0.193 -0.132
C 2.55685 -1.52130 -4.07559 -0.341 -0.656 -0.042 -0.106
H -5.28244 0.42139 5.32173 0.215 -0.215 -0.027 0.076
C -6.21203 -1.77835 3.01965 -0.508 -0.021 -0.518 -0.114
C 4.53126 -3.35722 -1.78548 -0.193 0.036 0.644 -0.127
H 1.57074 -1.37097 -4.52498 0.035 0.215 0.116 0.077
C -2.63891 1.28235 4.66305 -0.022 0.288 -0.492 -0.133
C 0.20328 2.45955 0.17716 -2.710 -0.564 -3.550 0.013
H 5.48980 1.01044 -3.32054 0.129 -0.229 -0.027 0.067
H -1.82222 -2.39757 2.53960 0.017 -0.035 0.119 0.082
H 6.67275 -1.69572 -2.62693 0.138 0.100 -0.028 0.086
```
Forces are in eV/Å.